Entry 1:
{"formula": "C3H2N2", "method": "ωB97M-V/def2-TZVPD", "elements": ["C", "C", "C", "N", "N", "H", "H"], "positions_angstrom": [[-1.26853, -1.23149, -0.51247], [-2.01526, -0.16916, -0.67446], [-0.35794, 0.08100, -0.12145], [-2.26504, 1.10128, -0.55269], [-1.04749, 1.37512, 0.00099], [0.29518, -0.19121, 0.73233], [0.30777, 0.19180, -0.98401]], "lowdin_spin": [0.451, 0.244, 0.095, 0.375, 0.784, 0.013, 0.038], "gap_ev": [7.892, 7.446], "lumo_energy_ev": [-0.26, -3.36], "multiplicity": 3, "energy_ev": -6114.0560, "de_lowest_kj_mol": 313.7, "s2": 2.01, "fmax_ev_per_a": 3.9}

Entry 2:
{"formula": "C2H3NOS2", "method": "ωB97M-V/def2-TZVPD", "elements": ["C", "N", "S", "H", "O", "C", "S", "H", "H"], "positions_angstrom": [[-1.15852, -1.67977, -1.03414], [-0.19551, -1.17404, -1.47481], [1.02644, -0.36282, -2.00381], [-1.78803, -2.54848, -0.60521], [-1.09779, 1.97265, 0.86804], [0.02923, 1.57796, 0.85408], [0.78002, 0.42816, 1.99374], [0.73728, 1.87277, 0.06244], [1.66687, -0.08644, 1.33967]], "nbo_charge": [0.123, -0.418, 0.025, 0.278, -0.510, 0.273, -0.022, 0.139, 0.112], "gap_ev": 9.156, "lumo_energy_ev": 0.10, "energy_ev": -27327.6917, "smiles": "C#[N+][S-].O=CS", "de_lowest_kj_mol": 297.7, "fmax_ev_per_a": 5.6}

Entry 3:
{"formula": "C5H20O5", "method": "ωB97M-V/def2-TZVPD", "elements": ["C", "O", "H", "H", "H", "H", "C", "O", "H", "H", "H", "H", "C", "O", "H", "H", "H", "H", "C", "O", "H", "H", "H", "H", "C", "O", "H", "H", "H", "H"], "positions_angstrom": [[9.81615, -14.70256, -14.74775], [9.97157, -15.28106, -13.45340], [9.31905, -15.39292, -15.43132], [9.23204, -13.78284, -14.67708], [10.77989, -14.43739, -15.18021], [9.28441, -14.89766, -12.90542], [12.69907, -20.88256, -16.94917], [13.98682, -20.28994, -16.84854], [12.11438, -20.59440, -17.82606], [12.72099, -21.98021, -16.94928], [12.17264, -20.59659, -16.04031], [14.55284, -20.70850, -17.50514], [11.07204, -17.24724, -17.69380], [10.44332, -18.40197, -18.21316], [10.39860, -16.69694, -17.02120], [11.89449, -17.52499, -17.01882], [11.40036, -16.61662, -18.51360], [9.88481, -18.77896, -17.50806], [6.28613, -18.58481, -13.89744], [6.57990, -19.18263, -15.18662], [5.29949, -18.88230, -13.54723], [7.06872, -18.91675, -13.21517], [6.34838, -17.49415, -13.95748], [5.72824, -19.22514, -15.63321], [10.04716, -18.94432, -14.74727], [9.31324, -19.47346, -15.84641], [9.92524, -19.55045, -13.83955], [11.10540, -18.95404, -14.99263], [9.67821, -17.93703, -14.52289], [8.35964, -19.42340, -15.64938]], "nbo_charge": [-0.250, -0.724, 0.164, 0.165, 0.181, 0.465, -0.253, -0.722, 0.184, 0.154, 0.174, 0.462, -0.245, -0.756, 0.147, 0.159, 0.179, 0.496, -0.255, -0.747, 0.178, 0.189, 0.171, 0.481, -0.256, -0.770, 0.162, 0.189, 0.173, 0.505], "gap_ev": 9.836, "lumo_energy_ev": 0.47, "energy_ev": -15744.5530, "smiles": "CO.CO.CO.CO.CO", "de_lowest_kj_mol": 170.9, "fmax_ev_per_a": 1.2}

Entry 4:
{"formula": "CH2ClFO", "method": "ωB97M-V/def2-TZVPD", "elements": ["O", "C", "F", "Cl", "H", "H"], "positions_angstrom": [[-0.47064, 0.15095, -0.44363], [0.40353, -0.03690, 0.51155], [-0.20186, -0.46762, 1.66623], [1.43981, 1.44496, 0.69062], [-1.23319, 0.59614, 0.09199], [1.19390, -0.84345, 0.33732]], "nbo_charge": [-0.661, 0.470, -0.349, -0.117, 0.492, 0.165], "gap_ev": 12.070, "lumo_energy_ev": 0.75, "energy_ev": -18356.4432, "smiles": "O[C@H](F)Cl", "de_lowest_kj_mol": 6.3, "fmax_ev_per_a": 4.3}